Density functional theory data (ωB97M-V/def2-TZVPD) for C55H82AsBr2F6N5O6RbSi3Te as an isolated structure at a distorted geometry.

Cartesian coordinates (Å):
Rb1 1.01027 0.63504 -0.16526
O1 -1.05218 -1.63953 -4.18367
C1 -1.95322 -1.24129 -4.97869
C2 -1.69964 -0.43539 -6.12714
C3 -2.71247 -0.07712 -6.98095
C4 -4.03969 -0.46881 -6.75790
C5 -4.33820 -1.21256 -5.63643
C6 -3.33452 -1.59648 -4.74940
C7 -3.56687 -2.35035 -3.54811
N1 -2.58519 -2.68641 -2.80873
N2 -2.42888 -3.59285 -1.91807
C8 -1.72701 -3.49166 -0.78522
O2 -1.29866 -2.47240 -0.18432
C9 -1.44661 -4.83553 -0.20578
C10 -2.29756 -5.91828 -0.41703
C11 -2.02444 -7.14681 0.16248
C12 -0.88621 -7.31518 0.94103
C13 -0.02316 -6.24482 1.13502
C14 -0.30442 -5.01088 0.57417
H1 -0.68041 -0.10897 -6.29470
H2 -2.48051 0.53208 -7.84813
H3 -4.81658 -0.17623 -7.45352
H4 -5.36517 -1.50519 -5.43598
H5 -4.58983 -2.60836 -3.26347
H6 -3.17889 -5.77842 -1.02735
H7 -2.69951 -7.98112 0.01316
H8 -0.66899 -8.27824 1.38738
H9 0.86864 -6.37173 1.73690
H10 0.35127 -4.16186 0.72883
O3 -0.00858 0.46487 2.99728
C15 -0.73441 0.43859 2.11187
N3 -3.37944 0.37515 2.15911
C16 -4.14344 1.04065 1.60578
N4 -5.09729 1.73187 0.97726
C17 -4.85233 3.13752 0.64388
C18 -5.07633 4.00769 1.87374
O4 -6.37512 3.79352 2.43207
C19 -6.57103 2.43432 2.77929
C20 -6.43048 1.53542 1.55441
H11 -5.56246 3.41381 -0.14006
H12 -3.83328 3.26155 0.27924
H13 -5.02452 5.06390 1.61560
H14 -4.29974 3.78787 2.61691
H15 -7.56975 2.36474 3.21282
H16 -5.82564 2.12527 3.52612
H17 -7.17013 1.80944 0.79781
H18 -6.55567 0.48720 1.82557
C21 5.79970 -5.23087 2.60678
C22 4.53909 -4.35531 2.58639
C23 3.35275 -5.24598 2.18106
C24 4.22767 -3.89002 4.01660
Si1 4.74655 -2.82685 1.38101
Br1 2.58221 -2.11907 1.23626
C25 5.26336 -3.32453 -0.41320
C26 6.76678 -3.62536 -0.50870
C27 4.50831 -4.56947 -0.89843
C28 4.91557 -2.18907 -1.38727
C29 5.83437 -1.42626 2.16755
C30 4.97255 -0.59763 3.13424
C31 7.04375 -2.00239 2.92009
C32 6.37281 -0.43642 1.12408
H19 5.68562 -6.03218 3.34470
H20 6.69263 -4.66128 2.86732
H21 5.96709 -5.69902 1.63495
H22 3.26048 -6.06615 2.90142
H23 3.47426 -5.68088 1.19167
H24 2.42147 -4.68090 2.19324
H25 4.05688 -4.76528 4.65285
H26 3.31986 -3.28495 4.03278
H27 5.03995 -3.31576 4.46066
H28 7.05914 -4.44360 0.15360
H29 7.37225 -2.75451 -0.25754
H30 7.01576 -3.91847 -1.53361
H31 4.81384 -5.46558 -0.35532
H32 4.72965 -4.73404 -1.95752
H33 3.42902 -4.44252 -0.79925
H34 5.38035 -1.24329 -1.11926
H35 3.83995 -2.01705 -1.43047
H36 5.24973 -2.45984 -2.39465
H37 4.48387 -1.20646 3.89591
H38 4.20914 -0.05496 2.57692
H39 5.60367 0.14224 3.63744
H40 6.74876 -2.61962 3.76878
H41 7.65352 -1.18035 3.30688
H42 7.67500 -2.60301 2.25960
H43 5.55859 0.04837 0.58639
H44 7.05230 -0.90803 0.41220
H45 6.93340 0.35004 1.64174
C33 7.35144 5.50504 -2.89570
C34 6.41778 4.41382 -2.43626
C35 6.33502 3.21031 -3.11829
C36 5.43170 2.22003 -2.73689
C37 5.38251 0.92988 -3.51607
C38 4.59700 2.44253 -1.64084
C39 4.67327 3.64860 -0.93713
C40 3.75939 3.90924 0.22834
C41 5.58493 4.61539 -1.34224
C42 3.55303 1.39549 -1.24360
O5 2.63880 1.19411 -2.06242
O6 3.71188 0.81049 -0.14372
H46 8.12323 5.10631 -3.55480
H47 7.83468 5.99400 -2.04822
H48 6.79223 6.26652 -3.44532
H49 6.97399 3.04516 -3.98142
H50 6.15573 0.23956 -3.16709
H51 5.55214 1.12274 -4.57648
H52 4.41302 0.45355 -3.39321
H53 3.82790 3.10503 0.96098
H54 2.72038 3.94850 -0.10956
H55 4.00042 4.85646 0.71078
H56 5.63572 5.55702 -0.80324
Br2 0.90465 3.99193 -3.39632
C43 -0.79451 3.22316 -3.06663
C44 -1.91115 3.82052 -3.63193
C45 -3.13723 3.22962 -3.37913
C46 -3.18574 2.07653 -2.61233
C47 -1.99898 1.55561 -2.12568
N5 -0.82237 2.13690 -2.33499
H57 -1.81720 4.70599 -4.24265
H58 -4.04218 3.65226 -3.79802
H59 -4.12465 1.58706 -2.38979
H60 -1.98621 0.64258 -1.53978
F1 0.70314 2.63352 1.34987
As1 -0.70955 3.65036 1.29266
F2 -1.73907 2.53032 0.43805
F3 -1.33251 3.09949 2.81783
F4 -2.09452 4.78197 1.22160
F5 0.19122 4.88957 2.14407
F6 -0.17651 4.30418 -0.22968
C48 -4.69614 -2.32500 0.41810
Si2 -4.49921 -3.18284 2.08690
C49 -5.50530 -4.80440 2.01957
C50 -5.27357 -2.11864 3.45600
C51 -2.73574 -3.65574 2.50420
Te1 -1.28091 -2.03484 2.36464
C52 -1.67156 -1.65016 4.48269
Si3 -0.35212 -2.49341 5.51283
C53 -0.14317 -4.31614 5.01509
C54 -0.82146 -2.48649 7.36344
C55 1.31108 -1.61090 5.34466
H61 -5.66978 -1.83957 0.31612
H62 -4.58817 -3.03433 -0.40498
H63 -3.92132 -1.56469 0.30138
H64 -6.53702 -4.63587 1.70165
H65 -5.53499 -5.29735 2.99393
H66 -5.04850 -5.50105 1.31263
H67 -6.33319 -1.92494 3.27000
H68 -4.74989 -1.16380 3.51613
H69 -5.19843 -2.60151 4.43303
H70 -2.40450 -4.45278 1.84340
H71 -2.66170 -4.02900 3.52657
H72 -2.67570 -2.00373 4.71578
H73 -1.65777 -0.56981 4.62925
H74 -0.98912 -4.92250 5.34868
H75 0.76168 -4.75710 5.43944
H76 -0.08322 -4.39763 3.92827
H77 -1.78616 -2.96867 7.53450
H78 -0.88743 -1.46554 7.74506
H79 -0.07293 -3.01473 7.95909
H80 1.62700 -1.59003 4.29939
H81 2.09243 -2.09851 5.93189
H82 1.23379 -0.57474 5.67994

Its highest occupied orbital energy (alpha / beta) is -2.771 / -2.817 eV. Its net charge is -2. Its spin multiplicity is 2. The calculation puts the LUMO energy (alpha / beta) at 3.498 / 3.238 eV. As for the relative energy (zero: lowest compared OMol25 entry of this formula, charge and spin): 65.9 kJ/mol. The frontier orbital gap (alpha / beta) comes out at 6.3 / 6.1 eV. The calculation puts the calculated total energy at -326920.2056 eV.